#P
ORCA calculation (ωB97M-V/def2-TZVPD) on a gas-phase ion, C6H13N (charge +1).

The HOMO energy (alpha / beta) comes out at -14.319 / -15.091 eV. As for the LUMO energy (alpha / beta): -0.12034 / -0.26316 Eh. As for the expectation value of S²: 0.758. As for the charge: +1. The multiplicity is 2. The value obtained for the gap between HOMO and LUMO (alpha / beta) is 11.044 / 7.930 eV.

Geometry as XYZ:
```
20
C6H13N | OMol25 | ωB97M-V/def2-TZVPD
C 0.117 1.950 -0.308
C 0.831 1.380 0.979
C 1.188 -0.085 1.004
C 0.086 -0.774 0.270
C 0.267 -1.197 -1.007
N -0.511 -1.888 -1.892
C -1.262 -0.931 0.787
H -0.780 2.619 -0.179
H 0.707 2.656 -0.736
H -0.316 1.149 -0.992
H 0.144 1.623 1.800
H 1.684 1.875 1.134
H 2.158 -0.058 0.408
H 1.274 -0.372 2.074
H 1.253 -1.151 -1.428
H -1.256 -2.256 -1.480
H -0.459 -1.584 -2.920
H -1.633 -1.378 1.699
H -1.758 -1.685 -0.045
H -1.734 0.108 0.833
```

***

#Q
ORCA calculation (ωB97M-V/def2-TZVPD) on a gas-phase ion, C6H13N (charge +1).

The HOMO energy (alpha / beta) comes out at -12.840 / -12.822 eV. As for the LUMO energy (alpha / beta): -0.17223 / -0.29787 Eh. As for the expectation value of S²: 0.752. As for the charge: +1. The multiplicity is 2. The value obtained for the gap between HOMO and LUMO (alpha / beta) is 8.154 / 4.717 eV.

Geometry as XYZ:
```
20
C6H13N | OMol25 | ωB97M-V/def2-TZVPD
C -0.893 2.047 -0.278
C -1.305 0.875 0.655
C -0.640 -0.451 0.252
C 0.793 -0.442 -0.007
C 1.473 -1.640 -0.284
C 2.882 -1.681 -0.638
N -2.725 0.604 0.708
H -0.296 1.733 -1.134
H -1.772 2.586 -0.618
H -0.305 2.785 0.260
H -0.999 1.114 1.678
H -1.136 -0.836 -0.657
H -0.859 -1.186 1.032
H 1.305 0.508 -0.083
H 0.981 -2.594 -0.159
H 3.348 -0.814 -1.089
H 3.401 -1.841 0.328
H 3.174 -2.555 -1.224
H -3.219 1.099 1.436
H -3.208 0.690 -0.178
```

***

Most stable: #Q (next structure +0.769 eV)

***

#P
ORCA calculation (ωB97M-V/def2-TZVPD) on 2 unconnected molecules or ions with the total composition C10H16O.

The HOMO energy (alpha / beta) comes out at -13.926 / -14.159 eV. As for the LUMO energy (alpha / beta): -0.14140 / -0.27870 Eh. As for the expectation value of S²: 0.765. As for the charge: +1. The multiplicity is 2. The value obtained for the gap between HOMO and LUMO (alpha / beta) is 10.078 / 6.575 eV.

Geometry as XYZ:
```
27
C10H16O | OMol25 | ωB97M-V/def2-TZVPD
C 2.805 1.137 1.725
C 3.310 1.412 3.140
H 2.548 2.084 1.253
H 3.510 0.677 1.025
H 1.867 0.581 1.711
H 3.215 2.474 3.367
H 2.750 0.877 3.909
H 4.342 1.107 3.300
C 0.235 -1.050 0.056
C -0.391 -1.508 1.383
C -0.736 -0.520 -0.917
C -0.761 -1.051 -2.252
C -1.721 0.417 -0.516
C -1.807 -0.791 -3.089
C -2.617 0.855 -1.448
C -2.777 0.154 -2.672
O -3.806 0.490 -3.428
H 1.155 -0.459 0.155
H 0.829 -1.919 -0.284
H -0.695 -2.550 1.263
H 0.094 -1.627 -2.589
H -1.771 0.788 0.493
H -1.855 -1.480 -3.922
H -3.273 1.680 -1.196
H -3.585 0.605 -4.364
H -1.213 -0.882 1.722
H 0.347 -1.502 2.176
```

***

#Q
ORCA calculation (ωB97M-V/def2-TZVPD) on 2 unconnected molecules or ions with the total composition C10H16O.

The HOMO energy (alpha / beta) comes out at -13.883 / -13.942 eV. As for the LUMO energy (alpha / beta): -0.15340 / -0.27314 Eh. As for the expectation value of S²: 0.766. As for the charge: +1. The multiplicity is 2. The value obtained for the gap between HOMO and LUMO (alpha / beta) is 9.709 / 6.509 eV.

Geometry as XYZ:
```
27
C10H16O | OMol25 | ωB97M-V/def2-TZVPD
C -0.637 -2.582 0.310
C -2.344 0.657 -0.312
C -2.097 -0.577 0.249
C -1.787 0.894 -1.605
C -1.161 -1.385 -0.409
C -1.265 -0.111 -2.455
C -0.819 -1.224 -1.810
O -1.599 2.173 -1.977
H -2.809 1.524 0.124
H -2.712 -1.018 1.023
H -2.342 2.684 -1.592
H -1.022 0.036 -3.498
H -0.047 -3.233 -0.334
H -1.422 -3.047 0.908
H -0.324 -2.075 -2.249
H 0.120 -2.294 1.052
C 1.825 0.292 1.123
C 0.883 1.431 0.661
C 3.139 0.814 1.624
H 1.301 -0.425 1.761
H 2.146 -0.372 0.293
H -0.141 1.098 0.589
H 3.841 0.970 0.792
H 3.159 1.710 2.248
H 1.360 1.891 -0.202
H 1.002 2.088 1.527
H 3.753 0.080 2.159
```

***

Most stable: #P (next structure +0.351 eV)